C15H30B3N4O5P | the ωB97M-V functional and the def2-TZVPD basis

Output
structure (SMILES)	CCCCCCCB1OBOB(P(O)O)O1.CC#N.CC#N.CC#N.CC#N
HOMO energy	-8.15	eV
charge	0

Element x y z (Å)
C: 4.290 -0.495 0.263
C: 4.265 0.539 1.396
C: 4.276 1.998 0.915
C: 2.869 2.620 0.809
C: 2.589 3.416 -0.472
C: 2.912 2.735 -1.816
C: 1.692 2.207 -2.603
B: 0.978 0.948 -2.028
O: 0.471 -0.061 -2.855
B: -0.687 -0.638 -2.395
O: -1.414 -0.020 -1.393
B: -0.684 0.694 -0.458
P: -1.350 1.717 1.106
O: -2.331 0.695 1.925
O: -2.552 2.635 0.438
O: 0.680 0.769 -0.678
H: 3.276 -0.763 -0.052
H: 4.817 -0.108 -0.613
H: 4.773 -1.421 0.578
H: 5.115 0.363 2.060
H: 3.368 0.379 2.002
H: 4.856 2.582 1.634
H: 4.820 2.067 -0.032
H: 2.746 3.310 1.648
H: 2.107 1.854 0.953
H: 1.535 3.720 -0.468
H: 3.160 4.348 -0.412
H: 3.624 1.915 -1.689
H: 3.405 3.469 -2.458
H: 2.007 1.943 -3.618
H: 0.939 3.002 -2.704
H: -1.058 -1.688 -2.812
H: -1.741 0.245 2.552
H: -2.227 3.130 -0.325
C: -3.005 -3.359 2.258
C: -1.834 -2.494 2.246
N: -0.918 -1.801 2.237
H: -2.763 -4.327 1.823
H: -3.350 -3.505 3.280
H: -3.807 -2.909 1.674
C: -5.476 -1.199 -1.011
C: -5.445 -2.538 -0.440
N: -5.417 -3.581 0.039
H: -5.021 -0.491 -0.319
H: -4.926 -1.185 -1.948
H: -6.501 -0.889 -1.207
C: -2.446 -2.953 -5.108
C: -3.740 -2.723 -4.487
N: -4.739 -2.541 -3.953
H: -2.105 -2.039 -5.594
H: -1.714 -3.232 -4.354
H: -2.497 -3.735 -5.864
C: 0.431 -0.953 5.235
C: 0.877 0.347 5.715
N: 1.231 1.371 6.094
H: 0.274 -0.941 4.158
H: 1.173 -1.717 5.462
H: -0.504 -1.237 5.716

Atoms 1-2, force components in eV/Å:
-0.27 0.01 0.03
0.09 -0.10 -0.08

Löwdin atomic charge list, values in e, 8 entries:
1. C -0.10
2. C -0.25
3. C -0.21
4. C -0.20
5. C -0.19
6. C -0.19
7. C -0.06
8. B -0.53

H16O8 | the ωB97M-V functional and the def2-TZVPD basis

Output
structure (SMILES)	O.O.O.O.O.O.O.O
energy relative to the best compared isomer or geometry (same formula, charge and spin)	127.00	kcal/mol
HOMO energy	-10.24	eV
charge	0

Element x y z (Å)
O: -3.473 0.022 -0.848
H: -2.782 -0.367 -1.414
H: -3.889 0.161 -1.594
O: 1.626 0.739 -2.464
H: 2.371 1.636 -2.548
H: 0.770 0.849 -3.010
O: 2.734 0.825 2.929
H: 2.918 1.645 3.394
H: 2.224 1.129 2.190
O: 1.969 2.081 0.552
H: 2.256 1.741 -0.227
H: 1.731 2.914 0.267
O: 0.161 -2.982 1.620
H: 0.874 -3.178 1.203
H: -0.082 -2.074 1.342
O: -1.157 -1.488 -1.820
H: -1.492 -2.352 -1.833
H: -0.903 -1.112 -2.718
O: 0.154 -0.459 0.426
H: 0.532 0.451 0.323
H: -0.045 -0.694 -0.452
O: -2.371 0.290 1.837
H: -2.740 -0.004 1.164
H: -1.375 0.229 1.670

Atoms 1-2, force components in eV/Å:
4.00 -1.58 3.84
1.45 -0.65 1.65

Löwdin atomic charge list, values in e, 8 entries:
1. O 0.02
2. H 0.02
3. H -0.05
4. O -0.19
5. H 0.19
6. H 0.06
7. O -0.05
8. H 0.03

C5H12NS | the ωB97M-V functional and the def2-TZVPD basis

Output
expectation value of S²	0.75
2S+1	2
energy relative to the best compared isomer or geometry (same formula, charge and spin)	16.21	kcal/mol
HOMO energy (spin up / spin down)	-8.51 / -8.48	eV
charge	0

Element x y z (Å)
C: -0.159 1.443 -0.743
C: -0.593 2.012 0.616
S: -1.125 3.768 0.436
C: -0.400 -0.059 -0.975
N: -0.088 -0.874 0.192
C: 1.205 -0.662 0.849
C: -0.244 -2.279 -0.084
H: -0.721 2.015 -1.461
H: 0.903 1.589 -0.951
H: 0.179 2.120 1.369
H: -1.392 1.405 1.046
H: -1.437 -0.174 -1.304
H: 0.201 -0.469 -1.812
H: 1.987 -0.541 0.085
H: 1.151 0.264 1.420
H: 1.463 -1.415 1.584
H: -1.279 -2.622 -0.218
H: -0.079 -2.873 0.826
H: 0.430 -2.651 -0.875

Atoms 1-2, force components in eV/Å:
0.76 -0.65 0.08
-0.49 0.78 -0.68

Löwdin atomic charge list, values in e, 8 entries:
1. C -0.27
2. C -0.61
3. S 0.61
4. C -0.22
5. N -0.28
6. C -0.09
7. C -0.14
8. H 0.07

C24H33N3O5 | the ωB97M-V functional and the def2-TZVPD basis

Output
structure (SMILES)	CC(C)C[C@H](NC(=O)[C@H]1CC(=O)N(c2ccc3c(c2)OCCO3)C1)C(=O)NC1CCCC1
energy relative to the best compared isomer or geometry (same formula, charge and spin)	7.76	kcal/mol
HOMO energy	-7.87	eV
charge	0

Element x y z (Å)
C: -0.229 4.288 -2.307
H: -0.837 4.450 -1.420
H: 0.147 5.251 -2.644
H: -0.864 3.876 -3.089
C: 0.928 3.336 -2.005
C: 1.795 3.170 -3.251
H: 2.160 4.138 -3.587
H: 2.655 2.530 -3.067
H: 1.214 2.726 -4.056
C: 0.365 1.996 -1.520
H: -0.347 2.180 -0.712
H: -0.173 1.517 -2.342
C: 1.409 0.991 -1.002
N: 0.757 -0.255 -0.667
C: 0.903 -1.375 -1.400
O: 1.466 -1.393 -2.475
C: 0.279 -2.624 -0.786
C: -1.224 -2.489 -0.505
N: -1.457 -3.350 0.640
C: -0.311 -3.663 1.310
O: -0.213 -4.326 2.314
C: 0.852 -3.005 0.579
H: 1.697 -3.688 0.517
H: 1.169 -2.137 1.161
C: -2.759 -3.728 1.001
C: -3.847 -3.022 0.498
C: -5.144 -3.395 0.824
C: -5.369 -4.499 1.648
C: -4.278 -5.183 2.167
C: -2.989 -4.807 1.854
H: -2.157 -5.347 2.271
H: -4.464 -6.023 2.816
O: -6.635 -4.933 1.959
C: -7.628 -4.384 1.125
C: -7.405 -2.881 0.958
H: -8.176 -2.432 0.330
O: -6.173 -2.641 0.314
H: -7.410 -2.404 1.948
H: -8.586 -4.591 1.604
H: -7.598 -4.864 0.137
H: -3.733 -2.164 -0.142
H: -1.828 -2.817 -1.355
H: -1.491 -1.451 -0.267
H: 0.447 -3.439 -1.495
H: 0.409 -0.285 0.284
H: 2.152 0.773 -1.775
C: 2.059 1.503 0.287
O: 1.589 1.220 1.373
N: 3.150 2.264 0.114
H: 3.495 2.434 -0.817
C: 3.888 2.867 1.205
C: 5.355 2.385 1.212
H: 5.499 1.659 0.411
H: 5.607 1.895 2.150
C: 6.218 3.631 0.975
H: 6.553 4.040 1.929
H: 7.098 3.413 0.372
C: 5.276 4.625 0.300
H: 5.625 5.653 0.382
H: 5.166 4.385 -0.759
C: 3.962 4.393 1.039
H: 3.095 4.783 0.508
H: 4.003 4.863 2.021
H: 3.353 2.579 2.112
H: 1.529 3.778 -1.204

Atoms 1-2, force components in eV/Å:
0.25 -0.08 0.16
-0.11 0.04 0.07

Löwdin atomic charge list, values in e, 8 entries:
1. C -0.08
2. H 0.08
3. H 0.08
4. H 0.08
5. C -0.43
6. C -0.07
7. H 0.08
8. H 0.06

C45H45N8O3PS4Sn | the ωB97M-V functional and the def2-TZVPD basis

Output
energy relative to the best compared isomer or geometry (same formula, charge and spin)	16.17	kcal/mol
HOMO energy	-7.47	eV
charge	0

Element x y z (Å)
Sn: 0.141 -0.028 -0.302
N: 1.248 1.732 -4.322
C: 0.564 0.959 -3.457
S: -0.274 1.799 -2.187
N: 0.446 -0.309 -3.732
N: -0.176 -1.077 -2.828
C: -0.778 -2.137 -3.249
C: -0.858 -2.510 -4.684
C: 0.291 -2.588 -5.467
C: 0.204 -2.939 -6.804
C: -1.029 -3.210 -7.375
C: -2.180 -3.116 -6.608
C: -2.096 -2.768 -5.270
C: -1.435 -3.005 -2.264
C: -1.817 -4.307 -2.617
C: -2.424 -5.115 -1.676
C: -2.640 -4.609 -0.404
C: -2.225 -3.314 -0.143
N: -1.636 -2.526 -1.032
H: 1.329 2.710 -4.119
H: 1.798 1.309 -5.049
H: 1.250 -2.376 -5.017
H: 1.102 -3.001 -7.404
H: -1.095 -3.493 -8.417
H: -3.145 -3.315 -7.056
H: -2.999 -2.686 -4.678
H: -1.616 -4.675 -3.612
H: -2.721 -6.125 -1.927
H: -3.108 -5.204 0.367
H: -2.379 -2.880 0.834
C: -3.623 1.054 -1.423
C: -3.581 0.576 -0.021
N: -2.552 0.109 0.612
C: -2.878 -0.351 1.875
C: -4.197 -0.187 2.193
S: -5.054 0.537 0.906
C: -1.923 -0.974 2.797
C: -2.306 -1.610 3.945
S: -0.948 -2.134 4.837
C: 0.087 -1.474 3.589
N: -0.566 -0.939 2.610
C: 1.560 -1.541 3.765
H: -2.648 1.441 -1.711
H: -4.388 1.820 -1.541
H: -3.860 0.220 -2.087
H: -4.705 -0.454 3.102
H: -3.302 -1.784 4.310
H: 1.815 -1.209 4.772
H: 2.024 -0.873 3.046
H: 1.930 -2.560 3.641
O: 4.225 1.536 0.738
S: 2.807 1.715 0.585
O: 2.294 1.166 -0.690
O: 2.022 1.196 1.714
C: 2.494 3.488 0.597
C: 3.527 4.320 0.191
C: 3.407 5.692 0.314
C: 2.255 6.235 0.853
C: 1.224 5.413 1.264
C: 1.313 4.023 1.147
P: -0.072 2.981 1.752
C: 0.226 3.105 3.553
C: 1.514 3.242 4.065
C: 1.751 3.121 5.424
C: 0.701 2.883 6.299
C: -0.591 2.794 5.806
C: -0.826 2.900 4.445
C: -1.412 4.234 1.471
C: -2.192 4.890 2.418
C: -3.269 5.672 2.024
C: -3.570 5.833 0.681
C: -2.773 5.219 -0.275
C: -1.713 4.423 0.120
H: 4.429 3.868 -0.197
H: 4.219 6.336 0.006
H: 2.164 7.307 0.961
H: 0.335 5.856 1.690
H: 2.338 3.412 3.387
H: 2.758 3.210 5.809
H: 0.886 2.763 7.357
H: -1.416 2.623 6.486
H: -1.833 2.783 4.073
H: -1.960 4.812 3.471
H: -3.876 6.156 2.779
H: -4.419 6.434 0.384
H: -2.986 5.349 -1.329
H: -1.097 3.939 -0.629
C: 1.386 -3.531 0.458
C: 2.416 -4.649 0.756
N: 3.524 -4.562 -0.190
C: 2.987 -4.592 -1.549
C: 2.103 -3.344 -1.801
N: 1.920 -2.607 -0.547
C: 3.231 -2.116 -0.103
C: 4.229 -3.296 0.009
H: 1.132 -2.951 1.348
H: 0.465 -3.961 0.061
H: 1.962 -5.638 0.653
H: 2.824 -4.568 1.766
H: 2.411 -5.515 -1.657
H: 3.828 -4.631 -2.245
H: 1.123 -3.633 -2.181
H: 2.559 -2.661 -2.521
H: 3.097 -1.613 0.856
H: 3.574 -1.365 -0.816
H: 4.711 -3.325 0.988
H: 5.013 -3.232 -0.749

Atoms 1-2, force components in eV/Å:
0.22 -0.19 -0.36
0.09 0.08 0.02

Löwdin atomic charge list, values in e, 8 entries:
1. Sn 1.22
2. N 0.09
3. C -0.84
4. S 0.56
5. N -0.01
6. N -0.02
7. C -0.21
8. C -0.19

C5H11N2O5S | the ωB97M-V functional and the def2-TZVPD basis

Output
structure (SMILES)	C[N+](C)(CC(=O)[O-])[C@H](N)S(=O)(=O)[O-]
energy relative to the best compared isomer or geometry (same formula, charge and spin)	4.49	kcal/mol
HOMO energy	-5.52	eV
charge	-1

Element x y z (Å)
C: 2.481 1.143 -0.069
C: 1.193 -1.415 0.080
C: 0.189 0.135 1.597
C: 0.900 0.843 -0.512
C: -1.002 -0.594 -0.283
N: -1.171 -0.588 -1.749
N: 0.302 -0.276 0.198
O: 2.905 0.459 0.857
O: -3.545 -0.137 -0.537
O: 2.994 2.071 -0.664
O: -2.556 0.595 1.624
O: -2.037 1.812 -0.487
S: -2.439 0.528 0.175
H: 1.714 -1.717 1.100
H: 0.617 -2.289 -0.384
H: 1.993 -1.169 -0.700
H: -0.450 0.910 1.657
H: -0.073 -0.705 2.222
H: 1.245 0.414 1.777
H: 1.001 0.688 -1.586
H: 0.564 1.869 -0.346
H: -1.337 -1.624 0.097
H: -1.558 0.234 -2.091
H: -1.931 -1.188 -1.977

Atoms 1-2, force components in eV/Å:
-1.53 -0.20 -0.06
2.39 -3.32 -0.83

Löwdin atomic charge list, values in e, 8 entries:
1. C -0.73
2. C -0.02
3. C 0.00
4. C -0.07
5. C -0.38
6. N 0.05
7. N -0.33
8. O -0.06

C5H10O2 | the ωB97M-V functional and the def2-TZVPD basis

Output
structure (SMILES)	C=CCO.CC=O
energy relative to the best compared isomer or geometry (same formula, charge and spin)	54.53	kcal/mol
HOMO energy	-9.75	eV
charge	0

Element x y z (Å)
O: 1.873 0.293 0.879
C: 1.568 -0.701 -0.091
C: 0.475 -1.577 0.456
C: -0.791 2.026 0.158
C: -1.689 0.970 -0.426
O: -1.684 0.624 -1.586
C: -0.564 -2.000 -0.259
H: 2.661 0.768 0.588
H: 1.254 -0.245 -1.044
H: 2.457 -1.323 -0.286
H: 0.596 -1.872 1.501
H: -0.152 1.590 0.937
H: -0.166 2.460 -0.627
H: -1.393 2.815 0.630
H: -2.406 0.511 0.289
H: -0.722 -1.680 -1.287
H: -1.316 -2.660 0.168

Atoms 1-2, force components in eV/Å:
0.25 0.16 0.03
-0.10 -0.28 -0.22

Löwdin atomic charge list, values in e, 8 entries:
1. O -0.09
2. C -0.27
3. C -0.16
4. C -0.05
5. C -0.33
6. O 0.01
7. C 0.00
8. H 0.09

C9H15N3O | the ωB97M-V functional and the def2-TZVPD basis

Output
structure (SMILES)	COCc1c(CN)cnc(C)c1N
energy relative to the best compared isomer or geometry (same formula, charge and spin)	0.00	kcal/mol
HOMO energy	-7.68	eV
charge	0

Element x y z (Å)
C: 1.676 2.133 1.344
C: 1.121 1.004 -0.702
C: 0.077 0.023 -0.238
C: 0.397 -1.253 0.238
C: 1.831 -1.816 0.251
C: -0.655 -2.099 0.574
C: -2.287 -0.506 0.107
C: -3.651 -0.039 0.003
C: -1.257 0.405 -0.346
H: 2.779 2.024 1.185
H: 1.326 1.204 1.884
H: 1.418 3.077 1.823
H: 0.897 1.239 -1.730
H: 2.046 0.614 -0.603
H: 1.749 -2.897 0.562
H: 2.371 -1.285 0.978
H: 2.805 -1.018 -1.386
H: 3.321 -2.353 -1.013
H: -0.572 -3.133 0.741
H: -3.834 0.914 0.556
H: -3.888 0.173 -1.085
H: -4.352 -0.734 0.437
H: -0.813 2.283 -1.034
H: -2.519 1.806 -1.187
N: 2.435 -1.887 -1.070
N: -1.951 -1.691 0.560
N: -1.568 1.589 -0.887
O: 1.099 2.223 0.037

Atoms 1-2, force components in eV/Å:
0.44 -1.15 -1.00
-2.84 0.87 0.74

Löwdin atomic charge list, values in e, 8 entries:
1. C -0.07
2. C -0.17
3. C -0.11
4. C -0.15
5. C -0.22
6. C -0.10
7. C -0.31
8. C -0.06